[1]
Density functional theory data (ωB97M-V/def2-TZVPD) for an isolated molecule of C3H5IN2.

- highest occupied orbital energy (eV) = -8.833
- orbital gap (eV) = 8.66

```
! RIJCOSX wB97M-V def2-TZVPD def2/J DEFGRID3
* xyz 0 1
I -2.74 0.10 0.04
N -0.76 0.15 -0.66
C 0.16 1.08 -0.07
C 0.89 0.25 0.94
N 0.79 -0.97 0.72
C -0.07 -1.15 -0.45
H -0.38 1.92 0.34
H 0.72 1.18 -0.99
H 1.58 0.44 1.78
H 0.63 -1.13 -1.37
H -0.82 -1.87 -0.29
*
```

Atomic partial charges in e from the Löwdin method, atoms 1 to 5: atom 1 (I): 0.75, atom 2 (N): -0.57, atom 3 (C): -0.28, atom 4 (C): -0.17, atom 5 (N): 0.05



[2]
Density functional theory data (ωB97M-V/def2-TZVPD) for C7H12BrN2S as an isolated structure.

- highest occupied orbital energy (spin up / spin down) (eV) = -12.725 / -12.726
- orbital gap (spin up / spin down) (eV) = 8.17 / 8.17

```
! RIJCOSX wB97M-V def2-TZVPD def2/J DEFGRID3
* xyz 1 1
C -2.62 -0.22 1.09
C -2.13 0.52 0.04
C -0.46 -1.12 0.99
C 0.70 -0.39 -2.03
C 0.81 1.77 -0.72
C 2.07 -1.13 1.66
C -0.05 0.72 -1.43
N -0.93 0.23 -0.38
N -1.67 -1.10 1.47
S 0.75 -2.20 1.02
Br -3.18 1.94 -0.79
H -3.41 -0.08 1.77
H -0.08 -1.06 -2.48
H 1.48 -0.79 -1.41
H 1.25 -0.13 -2.88
H 1.72 2.23 -1.30
H 1.29 1.38 0.15
H 0.16 2.46 -0.24
H 2.21 -1.08 2.76
H 1.71 -0.15 1.26
H 2.97 -1.54 1.28
H -0.71 1.32 -2.12
H -1.89 -1.58 2.28
*
```

Atomic partial charges in e from the Löwdin method, atoms 1 to 5: atom 1 (C): -0.08, atom 2 (C): -0.66, atom 3 (C): -0.42, atom 4 (C): -0.05, atom 5 (C): -0.04



[3]
Density functional theory data (ωB97M-V/def2-TZVPD) for C29H19N7O2OsS6 as an isolated structure.

- highest occupied orbital energy (spin up / spin down) (eV) = -13.080 / -13.080
- orbital gap (spin up / spin down) (eV) = 4.99 / 4.99

```
! RIJCOSX wB97M-V def2-TZVPD def2/J DEFGRID3
* xyz 2 1
Os -0.19 -0.18 -0.54
O -3.78 1.26 3.32
C -2.86 0.52 3.95
C -2.93 0.47 5.34
C -2.02 -0.27 6.06
C -1.00 -0.98 5.41
C -0.91 -0.93 4.05
C -1.83 -0.19 3.29
C -1.70 -0.17 1.85
O -0.72 -0.84 1.28
N -2.52 0.52 1.08
N -2.18 0.21 -0.22
C -3.07 -0.17 -1.06
C -2.55 -0.93 -2.18
C -3.33 -1.36 -3.23
C -2.77 -2.18 -4.19
C -1.44 -2.53 -4.07
C -0.71 -2.05 -3.00
N -1.24 -1.28 -2.04
H -3.67 1.20 2.36
H -3.73 1.02 5.83
H -2.10 -0.30 7.14
H -0.29 -1.56 5.99
H -0.14 -1.48 3.53
H -4.12 -0.07 -0.84
H -4.37 -1.05 -3.28
H -3.36 -2.54 -5.03
H -0.95 -3.16 -4.80
H 0.35 -2.28 -2.92
S 6.48 0.83 2.84
N 5.97 -0.36 1.88
C 4.72 -0.08 1.55
C 3.87 -0.89 0.71
C 4.24 -2.13 0.18
C 3.32 -2.84 -0.56
C 2.07 -2.29 -0.80
N 1.71 -1.09 -0.33
C 2.59 -0.41 0.45
C 2.10 0.82 1.05
N 0.82 1.14 0.78
C 0.29 2.22 1.34
C 1.02 3.04 2.20
C 2.33 2.73 2.48
C 2.89 1.59 1.89
C 4.25 1.13 2.13
N 5.15 1.74 2.88
H 5.23 -2.51 0.37
H 3.55 -3.81 -0.97
H 1.32 -2.84 -1.35
H -0.74 2.44 1.10
H 0.54 3.91 2.63
H 2.93 3.34 3.14
C 1.83 0.49 -4.18
S 0.40 0.40 -5.26
C -0.93 1.16 -4.43
C -1.12 1.66 -3.18
S -0.01 1.60 -1.84
S -2.63 2.52 -2.89
C -3.36 2.21 -4.45
S -4.87 2.61 -4.84
S -2.25 1.42 -5.55
H 2.64 0.11 -4.81
H 1.74 -0.12 -3.29
H 2.06 1.52 -3.92
*
```

Atomic partial charges in e from the Löwdin method, atoms 1 to 5: atom 1 (Os): 1.35, atom 2 (O): 0.10, atom 3 (C): -0.25, atom 4 (C): 0.01, atom 5 (C): -0.04



[4]
Density functional theory data (ωB97M-V/def2-TZVPD) for CuH12O6 as an isolated structure.

- highest occupied orbital energy (eV) = -11.548
- orbital gap (eV) = 7.82

```
! RIJCOSX wB97M-V def2-TZVPD def2/J DEFGRID3
* xyz 1 1
Cu -6.99 12.32 9.12
O -6.59 11.03 7.50
H -6.17 10.17 7.56
H -7.47 10.95 7.18
O -7.05 13.90 8.03
H -7.39 14.44 8.74
H -6.31 14.42 7.70
O -5.14 12.62 5.82
H -5.59 12.27 6.61
H -5.49 13.47 5.75
O -6.83 10.59 10.07
H -7.29 10.90 10.86
H -6.72 9.65 10.12
O -8.95 12.36 9.88
H -9.48 12.34 9.09
H -9.38 13.07 10.26
O -6.17 13.28 10.55
H -5.41 12.78 10.94
H -5.71 13.95 10.10
*
```

Atomic partial charges in e from the Löwdin method, atoms 1 to 5: atom 1 (Cu): 0.20, atom 2 (O): -0.01, atom 3 (H): 0.10, atom 4 (H): 0.08, atom 5 (O): 0.00



[5]
Density functional theory data (ωB97M-V/def2-TZVPD) for a 2-piece molecular cluster, CH2F3P overall.

- highest occupied orbital energy (spin up / spin down) (eV) = -10.230 / -10.232
- orbital gap (spin up / spin down) (eV) = 6.61 / 6.61

```
! RIJCOSX wB97M-V def2-TZVPD def2/J DEFGRID3
* xyz 0 1
C -0.55 -0.23 -0.13
F -0.79 -1.57 0.15
F 0.01 2.45 0.06
F 1.71 -1.11 0.69
P 1.26 -0.19 -0.53
H -0.63 0.45 0.79
H -1.01 0.19 -1.03
*
```

Atomic partial charges in e from the Löwdin method, atoms 1 to 5: atom 1 (C): -0.43, atom 2 (F): -0.11, atom 3 (F): -0.58, atom 4 (F): -0.30, atom 5 (P): 1.22



[6]
Density functional theory data (ωB97M-V/def2-TZVPD) for an isolated ion of composition C6H10N and charge +1.

- highest occupied orbital energy (eV) = -14.038
- orbital gap (eV) = 10.68

```
! RIJCOSX wB97M-V def2-TZVPD def2/J DEFGRID3
* xyz 1 1
C 1.65 -0.73 0.91
N 0.26 -0.72 0.54
C 0.03 -0.87 -0.91
C -0.70 0.50 -1.02
C -1.87 0.46 -0.13
C -0.59 0.61 0.61
C -0.05 1.65 -0.41
H 2.11 0.23 0.75
H 1.59 -0.96 1.98
H 2.16 -1.51 0.30
H -0.27 -1.38 1.12
H -0.80 -1.60 -1.21
H 1.00 -0.82 -1.53
H -2.39 1.36 -0.15
H -2.55 -0.48 0.05
H 0.99 1.68 -0.75
H -0.57 2.57 -0.16
*
```

Atomic partial charges in e from the Löwdin method, atoms 1 to 5: atom 1 (C): 0.02, atom 2 (N): -0.10, atom 3 (C): -0.04, atom 4 (C): -0.20, atom 5 (C): -0.05



[7]
Density functional theory data (ωB97M-V/def2-TZVPD) for a 3-piece molecular cluster, C2H9NO3 overall.

- highest occupied orbital energy (spin up / spin down) (eV) = -13.358 / -13.358
- orbital gap (spin up / spin down) (eV) = 8.41 / 4.11
- ⟨S²⟩ = 0.76

```
! RIJCOSX wB97M-V def2-TZVPD def2/J DEFGRID3
* xyz 1 2
O -2.38 -2.69 1.61
C -2.06 -2.00 0.72
C -3.05 -0.79 0.29
N -2.46 0.46 0.49
H -1.23 -2.13 0.00
H -3.83 -0.94 1.03
H -3.37 -0.92 -0.76
H -1.70 0.80 -0.09
H -3.11 1.25 0.55
H 4.06 4.29 0.24
H 5.30 4.34 1.20
O 4.45 4.72 1.00
H 3.55 -1.69 -2.57
H 2.93 -2.35 -1.37
O 2.91 -2.36 -2.33
*
```

Atomic partial charges in e from the Löwdin method, atoms 1 to 5: atom 1 (O): 0.25, atom 2 (C): -0.11, atom 3 (C): -0.12, atom 4 (N): 0.19, atom 5 (H): 0.17



[8]
Density functional theory data (ωB97M-V/def2-TZVPD) for C31H20Cl2N2O3PS5V as an isolated structure.

- highest occupied orbital energy (spin up / spin down) (eV) = -0.410 / -1.350
- orbital gap (spin up / spin down) (eV) = 4.52 / 5.46
- ⟨S²⟩ = 2.07

```
! RIJCOSX wB97M-V def2-TZVPD def2/J DEFGRID3
* xyz -2 3
V -0.33 -0.15 0.14
Cl -4.40 1.02 -3.03
C -4.35 -0.12 -1.71
C -5.50 -0.81 -1.39
C -5.51 -1.73 -0.36
Cl -7.00 -2.60 0.00
C -4.35 -1.97 0.40
C -4.27 -2.90 1.45
C -3.08 -3.08 2.12
C -1.97 -2.32 1.75
N -2.01 -1.43 0.79
C -3.17 -1.24 0.09
C -3.11 -0.27 -1.01
O -2.06 0.33 -1.28
H -6.39 -0.64 -1.96
H -5.15 -3.48 1.71
H -2.99 -3.80 2.92
H -1.02 -2.45 2.24
S 2.65 -5.97 -3.89
C 1.99 -4.70 -3.02
S 1.03 -3.46 -3.72
C 0.70 -2.52 -2.29
C 1.25 -3.00 -1.15
S 1.17 -2.29 0.43
S 2.18 -4.47 -1.34
S -0.27 -1.09 -2.40
O -0.75 -0.28 3.18
N 0.21 0.23 2.27
C 1.17 0.88 2.89
C 2.26 1.62 2.40
C 3.07 2.25 3.41
C 4.15 3.03 3.12
C 4.53 3.26 1.78
C 3.78 2.67 0.79
C 2.67 1.85 1.04
P 1.85 1.15 -0.40
C 1.57 2.65 -1.41
C 2.18 2.90 -2.64
C 1.91 4.07 -3.33
C 1.03 5.01 -2.80
C 0.42 4.76 -1.58
C 0.69 3.59 -0.88
C 3.20 0.23 -1.23
C 4.38 -0.10 -0.56
C 5.36 -0.85 -1.19
C 5.19 -1.28 -2.50
C 4.02 -0.95 -3.17
C 3.04 -0.21 -2.54
H -0.44 -0.02 4.05
H 1.11 0.90 3.98
H 2.79 2.09 4.44
H 4.71 3.48 3.93
H 5.38 3.89 1.53
H 4.06 2.83 -0.25
H 2.86 2.18 -3.05
H 2.38 4.25 -4.29
H 0.81 5.92 -3.34
H -0.27 5.48 -1.16
H 0.20 3.39 0.06
H 4.53 0.22 0.46
H 6.27 -1.11 -0.65
H 5.95 -1.87 -2.99
H 3.87 -1.29 -4.19
H 2.12 0.03 -3.07
O -0.95 1.40 0.37
*
```

Atomic partial charges in e from the Löwdin method, atoms 1 to 5: atom 1 (V): 0.55, atom 2 (Cl): 0.64, atom 3 (C): -0.58, atom 4 (C): -0.17, atom 5 (C): -0.63



[9]
Density functional theory data (ωB97M-V/def2-TZVPD) for C23H23CoNO4PS2Se2 as an isolated structure.

- highest occupied orbital energy (spin up / spin down) (eV) = -5.176 / -5.209
- orbital gap (spin up / spin down) (eV) = 7.01 / 7.38
- ⟨S²⟩ = 0.76

```
! RIJCOSX wB97M-V def2-TZVPD def2/J DEFGRID3
* xyz -1 2
Co 0.55 -0.54 -1.27
O 3.15 -3.74 -1.25
C 2.45 -2.74 -1.15
O 1.49 -2.35 -1.90
C 2.76 -1.78 0.01
C 3.76 -1.95 0.95
C 3.96 -0.95 1.90
C 3.16 0.19 1.89
C 2.17 0.29 0.93
N 2.00 -0.68 0.04
C 1.22 1.48 0.75
O 1.40 2.45 1.48
O 0.36 1.32 -0.17
H 4.36 -2.85 0.91
H 4.74 -1.06 2.64
H 3.28 0.99 2.60
C 3.68 0.22 -2.44
Se 1.85 0.46 -3.03
C 1.75 2.40 -2.72
C 0.92 3.08 -3.80
Se -0.84 2.29 -4.06
C -1.60 2.77 -2.34
H 3.82 0.62 -1.44
H 4.34 0.72 -3.15
H 3.87 -0.85 -2.45
H 2.77 2.77 -2.73
H 1.32 2.54 -1.73
H 1.41 3.01 -4.77
H 0.80 4.14 -3.56
H -1.68 3.86 -2.27
H -1.01 2.37 -1.52
H -2.60 2.33 -2.32
S -2.11 -4.26 -1.21
P -2.08 -2.65 -2.31
S -1.69 -0.86 -1.38
C -3.72 -2.37 -3.09
C -4.02 -2.93 -4.33
C -5.29 -2.78 -4.88
C -6.27 -2.08 -4.18
C -5.98 -1.54 -2.94
C -4.71 -1.68 -2.39
C -0.97 -2.77 -3.75
C -0.23 -3.93 -3.96
C 0.64 -4.00 -5.04
C 0.76 -2.93 -5.91
C 0.02 -1.77 -5.69
C -0.84 -1.69 -4.61
H -3.26 -3.47 -4.87
H -5.51 -3.21 -5.85
H -7.26 -1.96 -4.61
H -6.74 -0.99 -2.39
H -4.48 -1.25 -1.43
H -0.32 -4.74 -3.26
H 1.23 -4.90 -5.19
H 1.45 -2.99 -6.75
H 0.13 -0.92 -6.36
H -1.39 -0.78 -4.43
*
```

Atomic partial charges in e from the Löwdin method, atoms 1 to 5: atom 1 (Co): 0.15, atom 2 (O): 0.02, atom 3 (C): -0.62, atom 4 (O): -0.12, atom 5 (C): -0.16



[10]
Density functional theory data (ωB97M-V/def2-TZVPD) for an isolated molecule of C4H7FS.

- highest occupied orbital energy (eV) = -8.979
- orbital gap (eV) = 9.91

```
! RIJCOSX wB97M-V def2-TZVPD def2/J DEFGRID3
* xyz 0 1
C -1.56 -0.58 -0.12
C -0.25 0.18 -0.47
C 0.37 1.34 0.34
F 1.16 2.20 -0.32
C 0.86 -0.06 0.50
S 2.44 -0.48 -0.09
H -2.23 -0.01 0.58
H -1.28 -1.48 0.38
H -2.07 -0.78 -1.07
H -0.11 0.10 -1.56
H -0.18 1.75 1.15
H 0.64 -0.59 1.39
H 2.21 -1.59 -0.69
*
```

Atomic partial charges in e from the Löwdin method, atoms 1 to 5: atom 1 (C): -0.06, atom 2 (C): -0.27, atom 3 (C): -0.28, atom 4 (F): 0.02, atom 5 (C): -0.64



[11]
Density functional theory data (ωB97M-V/def2-TZVPD) for an isolated molecule of C4H4ClN.

- highest occupied orbital energy (eV) = -10.642
- orbital gap (eV) = 11.36

```
! RIJCOSX wB97M-V def2-TZVPD def2/J DEFGRID3
* xyz 0 1
C 1.07 1.23 -0.70
C -0.10 0.57 -0.41
C -0.33 -0.42 0.68
Cl 1.09 -1.01 1.32
C -1.17 -1.79 0.33
N -1.66 -2.78 -0.07
H 2.03 1.10 -0.23
H 1.08 2.13 -1.26
H -0.95 0.97 -0.97
H -1.05 0.02 1.32
*
```

Atomic partial charges in e from the Löwdin method, atoms 1 to 5: atom 1 (C): 0.01, atom 2 (C): -0.20, atom 3 (C): -0.76, atom 4 (Cl): 0.76, atom 5 (C): -0.20



[12]
Density functional theory data (ωB97M-V/def2-TZVPD) for C16H10ClN2ORuS4 as an isolated structure.

- highest occupied orbital energy (eV) = -10.489
- orbital gap (eV) = 4.52

```
! RIJCOSX wB97M-V def2-TZVPD def2/J DEFGRID3
* xyz 1 1
Ru -0.96 -0.96 -0.88
Cl -4.90 3.47 3.04
C -3.74 2.71 2.01
C -3.28 3.40 0.87
C -2.35 2.84 0.03
C -1.86 1.54 0.26
O -1.00 1.03 -0.58
C -2.31 0.86 1.43
C -1.69 -0.35 1.85
N -0.86 -1.00 1.09
C 0.15 -1.87 1.58
C 0.22 -2.47 2.81
C 1.38 -3.20 3.15
C 2.45 -3.28 2.30
C 2.41 -2.64 1.04
C 3.47 -2.62 0.11
C 3.34 -1.93 -1.06
C 2.12 -1.28 -1.34
N 1.10 -1.30 -0.52
C 1.24 -1.95 0.68
C -3.24 1.47 2.30
H -3.66 4.39 0.66
H -2.00 3.37 -0.84
H -1.80 -0.66 2.89
H -0.59 -2.39 3.52
H 1.42 -3.69 4.11
H 3.33 -3.83 2.58
H 4.39 -3.16 0.33
H 4.14 -1.89 -1.79
H 1.98 -0.74 -2.27
H -3.56 0.96 3.20
S -3.19 -0.74 -1.39
S -4.10 -2.50 -1.25
S -2.75 -3.95 -1.37
S -0.95 -3.14 -1.44
*
```

Atomic partial charges in e from the Löwdin method, atoms 1 to 5: atom 1 (Ru): 0.72, atom 2 (Cl): 0.69, atom 3 (C): -0.67, atom 4 (C): -0.06, atom 5 (C): 0.01



[13]
Density functional theory data (ωB97M-V/def2-TZVPD) for an isolated ion of composition C4H12NO and charge +1.

- highest occupied orbital energy (eV) = -14.941
- orbital gap (eV) = 11.83

```
! RIJCOSX wB97M-V def2-TZVPD def2/J DEFGRID3
* xyz 1 1
C -1.04 2.47 0.50
C -1.00 1.01 -0.33
N 0.49 0.37 0.12
C 0.64 -1.04 0.68
C 0.38 -2.00 -0.32
O 1.18 -1.75 -1.47
H -1.35 2.12 1.57
H -1.82 3.11 0.13
H -0.02 2.92 0.65
H -1.60 0.18 0.16
H -0.90 0.99 -1.45
H 1.06 0.97 0.83
H 0.96 0.39 -0.86
H 1.73 -1.13 0.84
H 0.12 -1.13 1.62
H 0.60 -3.00 0.15
H -0.63 -2.00 -0.71
H 1.19 -2.48 -2.11
*
```

Atomic partial charges in e from the Löwdin method, atoms 1 to 5: atom 1 (C): -0.05, atom 2 (C): -0.03, atom 3 (N): 0.01, atom 4 (C): -0.16, atom 5 (C): -0.28



[14]
Density functional theory data (ωB97M-V/def2-TZVPD) for an isolated molecule of C22H26ClN5O3S.

- highest occupied orbital energy (eV) = -7.896
- orbital gap (eV) = 8.37

```
! RIJCOSX wB97M-V def2-TZVPD def2/J DEFGRID3
* xyz 0 1
C -4.11 3.15 -0.53
C -3.44 1.89 -0.96
C -3.35 1.53 -2.31
C -2.72 0.37 -2.71
C -2.16 -0.50 -1.78
N -1.61 -1.69 -2.22
C -0.73 -2.45 -1.36
C 0.42 -1.64 -0.86
N 0.87 -0.58 -1.46
N 1.86 -0.06 -0.71
C 1.99 -0.82 0.34
S 3.10 -0.57 1.66
C 3.61 1.14 1.31
C 2.51 2.12 1.74
O 2.53 2.68 2.82
N 1.55 2.27 0.82
C 0.35 3.05 1.07
C -0.20 3.56 -0.22
C -0.74 4.76 -0.57
C -1.10 4.64 -1.94
C -0.75 3.38 -2.31
O -0.21 2.72 -1.28
N 1.09 -1.84 0.31
C 0.99 -2.92 1.25
C 1.84 -4.13 0.80
C 1.86 -5.24 1.86
C 1.65 -6.51 1.03
C 0.80 -5.97 -0.12
O 1.32 -4.68 -0.39
C -2.26 -0.17 -0.43
C -2.88 1.01 -0.05
Cl -2.95 1.38 1.64
H -4.48 3.71 -1.38
H -4.94 2.94 0.14
H -3.40 3.79 0.01
H -3.77 2.19 -3.05
H -2.66 0.13 -3.76
H -1.28 -1.64 -3.17
H -1.31 -2.83 -0.50
H -0.36 -3.32 -1.91
H 3.84 1.21 0.25
H 4.50 1.30 1.92
H 1.57 1.71 -0.03
H 0.60 3.88 1.73
H -0.40 2.42 1.57
H -0.86 5.61 0.06
H -1.56 5.40 -2.55
H -0.83 2.86 -3.24
H -0.06 -3.23 1.33
H 1.35 -2.57 2.22
H 2.85 -3.76 0.58
H 2.79 -5.25 2.42
H 1.03 -5.10 2.56
H 1.15 -7.30 1.58
H 2.60 -6.88 0.65
H 0.87 -6.56 -1.03
H -0.26 -5.90 0.18
H -1.85 -0.80 0.34
*
```

Atomic partial charges in e from the Löwdin method, atoms 1 to 5: atom 1 (C): -0.07, atom 2 (C): -0.32, atom 3 (C): -0.06, atom 4 (C): -0.03, atom 5 (C): -0.27



[15]
Density functional theory data (ωB97M-V/def2-TZVPD) for a 2-piece molecular cluster, BrI3Si overall.

- highest occupied orbital energy (spin up / spin down) (eV) = -9.866 / -8.461
- orbital gap (spin up / spin down) (eV) = 7.30 / 5.23

```
! RIJCOSX wB97M-V def2-TZVPD def2/J DEFGRID3
* xyz 0 1
Si 0.34 0.28 0.09
Br 0.04 -0.44 2.08
I 1.08 2.65 0.34
I 1.62 -1.29 -1.51
I -3.08 -1.20 -1.01
*
```

Population analysis type Löwdin, resulting atomic charges in e: atom 1 (Si): -0.78, atom 2 (Br): 0.23, atom 3 (I): 0.32, atom 4 (I): 0.26, atom 5 (I): -0.04



[16]
Density functional theory data (ωB97M-V/def2-TZVPD) for a 2-piece molecular cluster, CH7OS overall.

- highest occupied orbital energy (eV) = -16.395
- orbital gap (eV) = 11.60

```
! RIJCOSX wB97M-V def2-TZVPD def2/J DEFGRID3
* xyz 1 1
O -0.37 1.43 1.58
H -1.56 -1.64 -0.90
H 0.55 1.65 1.79
H -0.89 2.17 1.91
C 0.71 -0.65 -1.15
S -0.91 -0.64 -0.30
H 0.58 -1.25 -2.05
H 1.45 -1.07 -0.47
H 0.95 0.39 -1.42
H -0.51 -0.38 0.99
*
```

Atomic partial charges in e from the Löwdin method, atoms 1 to 5: atom 1 (O): -0.09, atom 2 (H): -0.01, atom 3 (H): 0.07, atom 4 (H): 0.08, atom 5 (C): -0.29



Respective ΔE to the lowest compared entry with this formula, charge and spin values: 93.3; 222.5; 0.0; 195.2; 454.7; 323.1; 119.4; 194.5; 0.0; 165.0; 198.2; 44.0; 224.0; 2.6; 142.5; 101.0 kJ/mol.
Respective DFT total energy values: -524.4363; -3355.2734; -4129.6434; -2098.8325; -680.1235; -288.9599; -361.6904; -5725.3147; -8569.5209; -654.6021; -669.6860; -2948.1118; -289.2895; -2211.8264; -3756.6406; -515.3920 Eh.